{
  "formula": "C6H12O",
  "method": "wB97M-V/def2-TZVPD",
  "homo_energy_ev": -9.1,
  "gap_ev": 10.081,
  "lumo_energy_ev": 0.99,
  "smiles": "CC(C)[C@H]1C[C@H]1O",
  "e_above_lowest_ev": 1.572,
  "energy_ha": -311.0015,
  "species": ["C", "C", "C", "C", "C", "C", "O", "H", "H", "H", "H", "H", "H", "H", "H", "H", "H", "H", "H"],
  "xyz": [[-1.114, -1.053, -1.317], [-0.079, -0.046, -0.812], [1.245, -0.172, -1.568], [0.125, -0.270, 0.666], [0.852, 0.690, 1.559], [-0.586, 0.387, 1.834], [-1.416, 1.495, 1.980], [-2.028, -0.997, -0.716], [-1.373, -0.882, -2.367], [-0.720, -2.075, -1.231], [-0.475, 0.970, -0.962], [1.106, 0.000, -2.641], [1.664, -1.179, -1.442], [1.986, 0.543, -1.196], [0.371, -1.306, 0.902], [1.563, 0.408, 2.315], [1.038, 1.665, 1.100], [-0.884, -0.331, 2.599], [-1.276, 2.155, 1.296]]
}